C46H46FIrN11O4 | ωB97M-V/def2-TZVPD

Computed properties:
**HOMO level (alpha / beta)**: -17.05 / -17.05 eV
**Frontier orbital gap (alpha / beta)**: 7.37 / 4.64 eV
**Charge**: +4
**<S²>**: 0.788
**2S+1**: 2
**Total energy**: -2886.66698 a.u.
**E_LUMO (alpha / beta)**: -9.681 / -12.405 eV

XYZ file:
```
109
Properties=species:S:1:pos:R:3:forces:R:3
Ir -0.802 -2.726 0.240 0.122 -0.803 -0.105
C 0.863 -5.542 -0.104 0.007 -0.021 0.042
C -0.352 -4.950 0.551 0.079 -0.157 0.137
C -1.594 -4.994 -0.094 0.146 0.279 -0.189
C -2.822 -5.103 0.641 -0.128 -0.022 0.010
C -4.102 -5.372 -0.081 0.036 -0.017 -0.007
C -2.775 -4.922 1.994 -0.010 -0.049 0.115
C -1.571 -4.579 2.648 -0.065 -0.031 0.025
C -1.580 -4.304 4.117 0.017 0.027 -0.029
C -0.369 -4.616 1.934 0.016 0.488 0.017
H 0.925 -5.284 -1.163 -0.003 -0.011 0.000
H 0.770 -6.629 -0.050 -0.003 0.001 0.008
H 1.784 -5.277 0.412 -0.028 0.002 -0.020
H -1.615 -5.214 -1.156 0.008 -0.068 0.003
H -4.675 -6.148 0.427 -0.009 0.018 0.019
H -3.931 -5.692 -1.108 0.005 -0.007 0.002
H -4.711 -4.465 -0.094 0.010 0.009 0.005
H -3.685 -4.992 2.577 0.003 -0.005 0.005
H -1.697 -5.250 4.653 -0.009 -0.005 -0.006
H -2.425 -3.675 4.396 -0.004 0.001 -0.007
H -0.654 -3.842 4.455 0.006 -0.006 0.000
H 0.572 -4.536 2.468 -0.019 -0.014 0.031
F 1.762 3.228 2.395 -0.076 -0.013 -0.005
C 0.456 2.934 2.252 0.071 0.022 0.004
C 0.132 1.769 1.631 0.000 -0.007 -0.006
C -1.209 1.375 1.491 0.014 0.009 -0.004
C -1.567 0.086 0.944 -0.048 -0.033 0.066
O -0.621 -0.689 0.524 -0.024 -0.061 0.175
C -2.934 -0.222 0.913 0.009 0.015 -0.056
C -3.855 0.718 1.334 0.041 -0.009 -0.028
N -3.535 1.906 1.831 0.048 0.008 0.007
C -4.595 2.788 2.315 0.011 0.000 0.007
C -5.846 2.924 1.507 -0.002 -0.003 -0.005
C -4.875 4.063 1.575 0.001 0.008 0.001
C -2.195 2.254 1.970 -0.049 -0.024 -0.017
C -1.840 3.456 2.593 -0.021 -0.003 0.007
C -0.515 3.821 2.790 0.029 -0.001 0.051
N -0.182 4.974 3.487 -0.051 0.041 -0.063
C -1.019 5.479 4.565 0.002 -0.032 0.011
C -1.370 6.941 4.320 -0.006 0.003 -0.007
N -0.130 7.681 3.839 0.002 0.002 0.014
C 1.135 6.934 4.156 0.006 0.009 0.002
C 1.149 5.587 3.439 0.025 -0.015 0.004
C -3.524 -1.513 0.442 -0.164 0.089 0.223
O -4.687 -1.562 0.109 0.088 0.011 -0.028
O -2.786 -2.594 0.488 0.056 -0.055 -0.264
H 0.928 1.127 1.279 0.003 0.006 -0.004
H -4.908 0.483 1.268 -0.002 -0.006 0.002
H -4.678 2.774 3.395 -0.001 0.004 0.000
H -6.774 2.994 2.054 -0.002 0.000 0.001
H -5.913 2.394 0.567 -0.001 -0.001 0.000
H -5.138 4.935 2.157 0.001 0.001 0.000
H -4.289 4.258 0.686 0.000 0.000 0.000
H -2.632 4.110 2.922 0.000 0.001 -0.004
H -0.510 5.361 5.525 -0.001 -0.002 0.008
H -1.940 4.911 4.647 0.005 0.007 -0.005
H -1.721 7.428 5.228 0.016 -0.002 0.005
H -2.123 7.052 3.543 -0.005 0.011 0.011
H -0.095 8.611 4.262 -0.005 0.001 -0.016
H -0.189 7.833 2.831 0.003 -0.018 -0.004
H 1.172 6.836 5.238 0.003 -0.001 -0.001
H 1.982 7.541 3.842 -0.010 0.007 -0.001
H 1.920 4.983 3.921 -0.010 0.004 0.008
H 1.443 5.727 2.398 0.011 -0.003 0.007
C -0.620 -2.161 -5.301 0.028 0.021 0.008
N -1.014 -2.173 -3.881 -0.021 -0.003 -0.014
C -0.305 -2.265 -2.760 -0.010 -0.110 0.014
N -1.140 -2.405 -1.733 -0.192 0.440 -0.105
C -2.391 -2.383 -2.309 0.065 -0.032 0.033
N -2.330 -2.242 -3.600 -0.034 -0.019 -0.009
C 0.078 -0.907 -5.774 0.000 -0.012 -0.049
C -0.379 -0.214 -6.906 -0.019 0.041 0.031
C 0.316 0.877 -7.423 -0.020 0.004 -0.009
C 1.489 1.301 -6.832 -0.003 0.012 0.012
C 1.956 0.614 -5.697 0.015 -0.060 0.006
C 1.241 -0.486 -5.181 0.041 0.035 -0.010
C 3.181 0.948 -5.075 0.008 -0.019 0.048
N 4.089 1.894 -5.364 0.018 0.012 0.006
N 5.075 1.775 -4.501 -0.007 0.002 -0.010
C 4.772 0.758 -3.678 -0.050 -0.007 -0.039
O 3.581 0.223 -4.012 0.011 0.014 0.011
C 5.479 0.205 -2.585 -0.014 -0.029 0.016
C 6.759 0.665 -2.223 -0.035 -0.009 -0.008
C 7.404 0.056 -1.166 0.003 -0.004 0.020
C 6.794 -0.989 -0.476 -0.009 0.003 -0.007
C 5.520 -1.455 -0.832 0.042 0.008 -0.008
C 4.895 -2.639 -0.129 0.009 -0.011 -0.007
N 3.477 -2.440 0.184 0.021 -0.057 -0.032
C 2.391 -2.917 -0.420 0.028 -0.096 0.085
N 1.314 -2.560 0.275 -0.075 0.182 -0.104
C 1.834 -1.834 1.315 -0.034 0.036 0.040
N 3.132 -1.745 1.286 0.023 -0.014 0.001
C 4.873 -0.856 -1.882 0.023 0.053 -0.015
H -1.555 -2.310 -5.835 0.014 -0.007 -0.010
H 0.010 -3.032 -5.486 0.000 0.002 0.033
H 0.768 -2.264 -2.702 0.022 0.027 0.013
H -3.317 -2.498 -1.771 -0.005 0.022 0.016
H -1.290 -0.537 -7.397 0.000 -0.003 -0.003
H -0.063 1.385 -8.299 0.004 -0.003 -0.003
H 2.051 2.136 -7.229 0.005 0.004 -0.005
H 1.647 -1.011 -4.329 0.019 -0.020 -0.015
H 7.219 1.474 -2.775 0.002 0.004 -0.006
H 8.390 0.388 -0.871 0.002 -0.001 -0.001
H 7.321 -1.452 0.350 0.003 -0.002 0.000
H 5.394 -2.840 0.816 -0.002 -0.003 -0.003
H 4.971 -3.536 -0.745 -0.005 0.010 0.000
H 2.422 -3.551 -1.290 -0.004 0.031 -0.027
H 1.230 -1.390 2.088 0.001 -0.008 -0.023
H 3.891 -1.194 -2.182 -0.009 -0.010 -0.016
```
Positions in Å, forces in eV/Å.

C46H46HgN7O4P3 | ωB97M-V/def2-TZVPD

Computed properties:
**HOMO level (alpha / beta)**: -7.62 / -10.06 eV
**Frontier orbital gap (alpha / beta)**: 5.91 / 8.34 eV
**Charge**: +1
**<S²>**: 0.762
**2S+1**: 2
**Total energy**: -3642.11862 a.u.
**E_LUMO (alpha / beta)**: -1.713 / -1.723 eV

XYZ file:
```
107
Properties=species:S:1:pos:R:3:forces:R:3
Hg -1.193 -0.558 0.968 0.185 -0.131 -0.321
C -1.824 -1.175 6.794 0.029 -0.014 0.038
N -2.138 -0.755 5.436 0.076 0.044 -0.012
C -3.188 0.041 5.076 -0.044 -0.056 -0.043
C -3.080 0.236 3.730 -0.023 0.038 -0.074
N -1.977 -0.418 3.268 0.227 -0.066 0.006
C -1.415 -1.007 4.310 0.068 0.003 0.012
P 0.132 -1.974 4.341 -0.157 0.107 -0.205
C -0.139 -3.098 2.927 0.115 -0.010 -0.001
N -0.404 -2.796 1.664 -0.003 0.067 0.220
C -0.342 -3.962 0.960 0.004 0.066 -0.042
C -0.044 -4.989 1.808 -0.052 -0.006 -0.010
N 0.078 -4.437 3.050 0.062 0.054 0.009
C 0.402 -5.167 4.267 0.006 -0.002 0.049
C 1.278 -0.781 3.567 -0.053 -0.013 -0.047
N 1.178 -0.271 2.357 -0.466 -0.124 -0.331
C 2.260 0.534 2.171 -0.173 -0.049 -0.101
C 3.033 0.516 3.294 0.011 -0.033 0.171
N 2.405 -0.321 4.177 0.168 -0.019 0.156
C 2.849 -0.588 5.535 0.033 0.048 0.053
H -2.688 -0.986 7.424 -0.021 -0.005 -0.017
H -0.975 -0.617 7.185 -0.007 0.014 -0.008
H -1.593 -2.237 6.820 -0.020 -0.001 -0.013
H -3.919 0.385 5.787 0.030 -0.011 0.026
H -3.724 0.803 3.078 0.018 -0.015 -0.023
H -0.488 -3.993 -0.107 -0.039 -0.023 0.026
H 0.079 -6.044 1.635 0.012 0.007 0.016
H 0.514 -6.219 4.019 -0.005 -0.001 -0.024
H -0.394 -5.063 5.002 -0.011 0.000 -0.019
H 1.334 -4.805 4.697 0.005 -0.005 -0.016
H 2.405 1.055 1.240 0.024 0.096 -0.058
H 3.955 1.014 3.541 -0.005 -0.016 0.018
H 3.931 -0.701 5.548 0.005 -0.022 -0.018
H 2.393 -1.507 5.894 0.018 -0.006 -0.011
H 2.571 0.229 6.199 -0.007 0.008 -0.007
O -1.591 3.893 0.727 -0.071 0.050 -0.059
C -1.704 2.544 0.679 0.044 -0.093 0.007
O -0.673 1.841 0.745 -0.004 0.024 0.068
C -3.027 2.042 0.544 -0.027 0.013 -0.021
C -4.172 2.882 0.460 0.033 -0.022 0.005
C -5.410 2.333 0.340 0.007 0.022 -0.008
C -5.538 0.913 0.298 -0.062 -0.008 -0.004
C -4.395 0.157 0.385 0.049 -0.023 -0.038
N -3.165 0.667 0.504 -0.068 0.189 0.082
C -4.447 -1.346 0.418 -0.091 0.044 0.116
O -5.472 -1.932 -0.213 -0.030 -0.059 0.012
O -3.627 -2.019 0.990 0.069 -0.011 -0.088
H -0.646 4.095 0.769 0.045 -0.016 0.004
H -4.031 3.953 0.499 -0.020 0.002 -0.001
H -6.290 2.958 0.283 0.006 0.002 0.005
H -6.519 0.458 0.263 0.007 -0.012 -0.001
H -6.001 -1.273 -0.681 0.042 0.032 -0.014
C -0.479 1.569 -3.378 0.051 -0.072 0.056
C -1.429 0.689 -2.556 -0.022 0.117 0.217
P -0.879 -0.842 -1.662 0.295 0.015 -0.180
C -1.844 -2.127 -2.545 -0.038 0.009 0.201
C -2.455 -3.147 -1.824 -0.012 0.051 0.054
C -3.118 -4.177 -2.481 -0.036 -0.026 0.002
C -3.181 -4.192 -3.864 0.034 0.029 -0.008
C -2.605 -3.157 -4.591 -0.011 0.018 0.006
C -1.949 -2.128 -3.937 -0.002 -0.013 -0.012
C 0.839 -1.283 -2.113 -0.058 0.015 0.128
C 1.689 -1.642 -1.068 0.018 0.069 -0.027
C 2.969 -2.112 -1.326 0.014 0.020 -0.012
C 3.419 -2.215 -2.633 0.001 0.036 0.016
C 2.589 -1.839 -3.681 0.013 0.022 -0.019
C 1.306 -1.384 -3.424 -0.027 0.003 -0.018
C 0.235 2.694 -2.623 0.000 -0.130 -0.097
P 1.715 2.225 -1.620 0.045 0.088 0.080
C 2.970 1.858 -2.913 -0.049 -0.046 0.108
C 2.804 1.994 -4.288 -0.032 0.036 -0.050
C 3.829 1.659 -5.165 0.028 -0.025 0.005
C 5.039 1.187 -4.678 -0.039 0.005 0.004
C 5.220 1.052 -3.308 -0.003 -0.030 -0.007
C 4.191 1.375 -2.439 0.028 -0.006 -0.006
C 2.209 3.949 -1.167 0.008 -0.053 -0.003
C 2.653 4.871 -2.114 0.038 -0.012 0.001
C 2.976 6.167 -1.747 0.001 0.027 -0.019
C 2.859 6.570 -0.423 -0.016 -0.035 0.008
C 2.425 5.663 0.531 -0.029 0.034 0.006
C 2.107 4.362 0.160 -0.041 -0.013 -0.032
H -1.108 2.049 -4.132 0.041 -0.032 -0.077
H 0.242 0.952 -3.915 0.001 0.070 -0.042
H -2.216 0.329 -3.217 -0.073 0.028 0.046
H -1.922 1.303 -1.797 -0.011 -0.034 -0.011
H -2.453 -3.120 -0.741 0.030 -0.036 -0.028
H -3.597 -4.959 -1.905 0.006 0.006 0.007
H -3.688 -4.997 -4.380 -0.020 0.006 0.014
H -2.676 -3.146 -5.671 0.010 -0.013 0.006
H -1.528 -1.321 -4.525 0.030 -0.013 0.007
H 1.353 -1.547 -0.044 -0.016 -0.022 0.063
H 3.614 -2.395 -0.503 -0.005 0.011 -0.001
H 4.417 -2.580 -2.840 -0.001 0.009 0.007
H 2.943 -1.902 -4.702 -0.011 0.003 0.003
H 0.675 -1.116 -4.260 -0.027 -0.040 -0.003
H -0.469 3.179 -1.941 0.046 0.009 0.045
H 0.547 3.461 -3.337 -0.043 0.043 -0.010
H 1.876 2.371 -4.702 -0.009 0.004 0.038
H 3.682 1.776 -6.231 -0.004 -0.006 -0.002
H 5.836 0.925 -5.362 0.002 0.010 -0.001
H 6.160 0.682 -2.919 0.003 0.018 0.005
H 4.336 1.257 -1.370 -0.014 -0.029 -0.002
H 2.767 4.571 -3.150 -0.012 -0.015 0.000
H 3.322 6.868 -2.497 0.001 -0.006 0.002
H 3.109 7.583 -0.137 0.008 -0.002 -0.007
H 2.335 5.967 1.567 0.010 -0.009 -0.003
H 1.778 3.660 0.915 -0.038 -0.152 0.073
```
Positions in Å, forces in eV/Å.